DFT (ωB97M-V/def2-TZVPD) results for the ion C3H9N2OS with charge +1 at a distorted geometry.

Values from the calculation:
- Calculated total energy: -702.23470 Ha
- Highest occupied orbital energy (spin up / spin down): -12.651 / -12.100 eV
- Gap between HOMO and LUMO (spin up / spin down): 0.3104 / 0.3048 Eh
- Relative energy (zero: lowest compared OMol25 entry of this formula, charge and spin): 119.03 kcal per mole

ORCA input file:
```
! RIJCOSX wB97M-V def2-TZVPD def2/J DEFGRID3
* xyz 1 1
C -1.354 0.632 -0.550
C 1.284 -0.714 -0.245
C 0.302 -1.293 0.769
N -1.726 1.551 0.339
N 0.993 0.617 -0.584
O 1.132 1.478 0.484
S -1.397 -1.127 0.084
H -1.730 0.692 -1.557
H 1.282 -1.283 -1.179
H 2.287 -0.756 0.197
H 0.493 -2.345 0.976
H 0.331 -0.728 1.700
H -2.358 2.297 0.098
H -1.333 1.559 1.269
H 1.184 2.366 0.099
H -1.103 -1.725 -1.090
*
```

How positive or negative is each atom? The Mulliken charges in e answer that: C -0.11; C -0.53; C -0.53; N -0.33; N -0.25; O -0.34; S 0.08; H 0.42; H 0.36; H 0.38; H 0.42; H 0.37; H 0.23; H 0.21; H 0.38; H 0.25